Computed, not measured: 6 unconnected molecules or ions with the total composition C29H43F15IO10P in a non-equilibrium geometry, with ωB97M-V/def2-TZVPD.

Structure (XYZ):
```
99
Properties=species:S:1:pos:R:3:forces:R:3:mulliken_charge:R:1
C -1.3797 -3.6100 -1.6158 0.1 -1.5 -2.3 -0.45
C -1.8001 -4.3704 -2.8208 0.3 1.1 3.0 -0.32
P -3.3072 -3.8879 -3.9606 0.9 -0.8 0.6 -0.05
C -4.7794 -4.8054 -3.1661 -1.4 -0.3 1.1 -0.64
C -5.8877 -3.8707 -2.4170 -0.9 -0.5 1.1 0.02
C -7.3189 -4.6992 -2.1702 -0.2 1.9 -1.6 -1.01
I -7.2030 -6.0912 -0.4861 0.0 0.6 -0.9 0.00
C -3.5469 -1.9733 -3.9656 0.3 1.0 0.3 0.04
C -4.7280 -1.6402 -5.0455 0.3 -0.6 -1.5 -1.07
C -3.6978 -1.2951 -2.4935 -0.2 -0.4 1.0 0.09
C -5.0074 -0.3406 -2.2658 0.9 1.3 0.8 -0.77
H -2.1123 -3.3538 -0.7382 1.2 0.5 -2.4 0.23
H -0.2466 -3.2547 -1.5013 -2.3 -1.7 0.3 0.18
H -1.2560 -5.3784 -3.1551 -0.4 3.0 0.1 0.31
H -4.3559 -5.5568 -2.3615 -0.8 1.5 -1.7 0.34
H -5.3062 -5.4496 -3.9951 1.0 1.3 1.5 0.36
H -6.1816 -2.8830 -2.9704 0.7 -2.0 0.8 -0.09
H -5.5249 -3.5450 -1.3277 -0.6 -0.7 -2.5 0.24
H -8.1524 -3.8842 -1.9284 1.8 -2.0 -0.3 0.40
H -7.6647 -5.2748 -3.1544 0.9 1.1 2.3 0.38
H -2.5369 -1.5418 -4.4342 -2.2 -1.1 1.0 0.38
H -5.6361 -2.4153 -5.0255 1.9 1.9 0.2 0.23
H -4.2404 -1.7967 -6.1246 -1.1 0.3 2.3 0.36
H -5.1112 -0.5274 -5.0445 0.8 -2.4 0.3 0.25
H -2.6792 -0.7276 -2.2367 -2.4 -1.0 -0.6 0.33
H -3.7664 -2.1627 -1.6778 0.1 2.0 -1.8 -0.23
H -4.7925 0.2831 -1.2704 -0.6 -1.4 -2.1 0.24
H -5.0983 0.4888 -3.1176 0.0 -2.0 1.8 0.13
H -6.0141 -0.9089 -2.0634 2.0 1.0 -0.8 0.14
C 2.9735 -5.8983 -3.6117 0.3 0.2 0.0 -1.17
C 2.3460 -6.1363 -2.2506 -0.5 -0.2 -0.7 0.05
O 3.3028 -5.9013 -1.2061 0.6 1.7 1.2 -0.31
C 3.4834 -4.5932 -0.8346 -2.3 0.0 -2.4 0.38
O 2.8865 -3.6492 -1.3456 1.7 -1.9 1.6 -0.52
C 4.4867 -4.4946 0.3158 1.8 0.1 1.8 0.82
F 5.5895 -5.2722 0.1221 -1.1 0.6 -0.2 -0.25
F 3.9434 -4.8920 1.5025 0.0 0.3 -1.2 -0.27
F 4.9461 -3.2268 0.5137 -0.7 -1.4 -0.6 -0.22
H 3.8794 -6.5014 -3.7290 -0.2 -0.1 0.0 0.32
H 2.2722 -6.1524 -4.4113 0.1 0.0 0.1 0.39
H 3.2707 -4.8521 -3.7317 -0.2 -0.1 0.0 0.30
H 2.0373 -7.1838 -2.1691 0.3 0.2 0.3 0.31
H 1.4488 -5.5240 -2.1058 0.3 0.1 0.1 0.14
C -6.0901 3.8869 2.7529 0.3 -0.2 -0.2 -1.06
C -7.2955 4.2602 1.9098 -0.1 -0.2 0.8 -0.19
O -6.8896 4.6159 0.5792 0.3 -1.0 -1.7 -0.33
C -6.6744 3.5735 -0.2862 -0.9 -1.5 2.8 0.40
O -6.8034 2.3917 0.0221 0.5 2.7 -1.3 -0.52
C -6.2991 4.0957 -1.6742 0.8 0.8 -2.3 0.80
F -5.3801 5.1015 -1.6287 -0.8 -0.9 0.4 -0.25
F -7.3793 4.5960 -2.3407 0.6 -0.5 0.9 -0.25
F -5.7683 3.1326 -2.4793 -0.6 0.6 1.2 -0.20
H -5.3479 4.6914 2.7414 -0.2 0.0 0.1 0.30
H -6.3864 3.6922 3.7873 0.0 0.0 -0.1 0.37
H -5.5958 2.9930 2.3605 -0.2 0.0 0.1 0.28
H -7.7828 5.1417 2.3397 0.1 0.0 -0.4 0.31
H -8.0409 3.4572 1.8911 0.2 0.1 -0.2 0.30
C 5.0469 -0.6990 1.9159 0.2 0.0 0.2 -1.15
C 4.9312 0.8061 1.7596 -0.2 -0.6 -0.8 -0.19
O 5.1845 1.4639 3.0105 1.6 0.9 1.1 -0.19
C 6.5032 1.6531 3.3380 0.1 -1.5 -3.0 0.38
O 7.4411 1.2895 2.6334 -1.9 1.1 2.1 -0.54
C 6.6252 2.4065 4.6636 0.5 0.9 2.3 0.73
F 5.7808 1.9291 5.6215 0.5 0.1 -1.1 -0.23
F 6.3349 3.7325 4.5259 0.1 -1.1 -0.2 -0.24
F 7.8779 2.3451 5.1970 -1.2 -0.2 -1.0 -0.26
H 4.3915 -1.0546 2.7173 -0.1 0.1 -0.2 0.28
H 4.7774 -1.2068 0.9856 0.0 0.4 0.3 0.41
H 6.0663 -0.9904 2.1862 -0.1 0.1 -0.2 0.34
H 3.9085 1.0651 1.4658 0.2 0.2 0.4 0.42
H 5.5970 1.1841 0.9757 0.0 0.0 0.3 0.25
C 1.6118 0.8787 6.1122 -0.3 -0.2 0.1 -1.19
C 1.6324 1.8082 4.9127 0.6 0.2 0.7 0.10
O 0.7542 1.3248 3.8848 -2.0 0.3 -0.5 -0.26
C -0.5749 1.6309 4.0318 1.4 1.4 2.6 0.34
O -1.0279 2.2724 4.9760 0.6 -1.6 -2.5 -0.53
C -1.3830 1.1009 2.8460 -1.5 -1.0 -1.8 0.87
F -1.0450 -0.1751 2.5055 0.0 1.1 0.6 -0.25
F -1.1997 1.8562 1.7248 0.1 -0.3 1.2 -0.25
F -2.7255 1.0882 3.0805 1.5 0.2 0.2 -0.24
H 1.8454 -0.1468 5.8088 0.1 0.2 0.0 0.30
H 2.3378 1.2003 6.8639 -0.1 0.0 -0.1 0.37
H 0.6211 0.8550 6.5760 0.1 0.1 0.0 0.36
H 2.6404 1.8302 4.4852 -0.3 -0.1 -0.2 0.05
H 1.3792 2.8368 5.1933 -0.2 -0.2 -0.1 0.33
C 6.8099 4.9731 1.4334 0.3 -0.2 -0.1 -0.86
C 5.6045 5.3464 0.5903 -0.1 -0.2 0.8 -0.27
O 6.0104 5.7020 -0.7403 0.2 -1.0 -1.7 -0.31
C 6.2256 4.6597 -1.6057 -0.9 -1.4 2.8 0.37
O 6.0966 3.4779 -1.2973 0.4 2.6 -1.2 -0.51
C 6.6009 5.1819 -2.9936 0.8 0.7 -2.4 0.84
F 7.5199 6.1877 -2.9481 -0.8 -0.9 0.4 -0.24
F 5.5207 5.6821 -3.6602 0.6 -0.5 0.9 -0.25
F 7.1317 4.2188 -3.7987 -0.6 0.7 1.2 -0.24
H 7.5521 5.7776 1.4220 -0.2 0.0 0.1 0.36
H 6.5136 4.7783 2.4678 0.0 0.1 -0.2 0.15
H 7.3042 4.0792 1.0411 -0.1 0.0 0.1 0.31
H 5.1172 6.2279 1.0202 0.1 0.0 -0.4 0.35
H 4.8591 4.5434 0.5717 0.2 0.1 -0.2 0.30
```
Forces are in eV/Å.

Properties
* orbital gap: 8.1 eV
* E_tot: -4020.0607 Ha
* charge: 0
* HOMO: -8.1 eV
* molar mass: 994.501 g mol⁻¹
* SMILES: C=CP(CCCI)[C@@H](C)CC.CCOC(=O)C(F)(F)F.CCOC(=O)C(F)(F)F.CCOC(=O)C(F)(F)F.CCOC(=O)C(F)(F)F.CCOC(=O)C(F)(F)F